C24H14Cl2F3N3O3 | ωB97M-V with the def2-TZVPD basis set

The calculation puts the frontier orbital gap at 8.13 eV. As for the SMILES: O=C(COC(=O)c1cc(-c2ccccc2Cl)nc2ccccc12)Nc1ncc(C(F)(F)F)cc1Cl. For the relative energy (zero: lowest compared OMol25 entry of this formula, charge and spin), the calculation gives 0.162 eV. As for the total energy: -68927.3952 eV. The HOMO energy is -8.8780 eV.

Structure (XYZ):
```
49
Properties=species:S:1:pos:R:3:mulliken_charge:R:1
O -1.5101 1.9279 -5.2785 -0.619
C -1.0107 1.8370 -4.1876 0.478
C -1.2290 2.9122 -3.1281 -0.701
O -0.8662 2.5186 -1.8207 -0.265
C -1.6911 1.6414 -1.2092 0.210
O -2.7399 1.2951 -1.6863 -0.610
C -1.1097 1.0760 0.0342 0.545
C -1.5207 -0.2007 0.3403 -1.285
C -0.9299 -0.8884 1.4234 1.040
C -1.3239 -2.2728 1.7246 -0.151
C -1.5733 -3.1638 0.6812 -0.347
C -1.9255 -4.4759 0.9303 -1.060
C -2.0449 -4.9229 2.2362 -0.382
C -1.8113 -4.0553 3.2871 -0.585
C -1.4478 -2.7413 3.0346 0.644
Cl -1.2020 -1.6898 4.3737 -0.201
N -0.0037 -0.3364 2.1652 -0.393
C 0.3908 0.9221 1.9223 -0.395
C 1.3740 1.4690 2.7740 -0.349
C 1.8233 2.7435 2.5788 -0.545
C 1.2969 3.5245 1.5388 -0.841
C 0.3401 3.0246 0.6970 -0.384
C -0.1288 1.7058 0.8480 0.938
N -0.2918 0.7130 -3.8449 -0.011
C 0.5284 0.4022 -2.7760 -0.312
N 0.3678 -0.8213 -2.2876 -0.609
C 1.1228 -1.2486 -1.2964 -0.841
C 2.1022 -0.4553 -0.7147 0.579
C 2.9857 -0.9970 0.3713 0.761
F 4.0792 -1.5949 -0.1472 -0.308
F 2.3793 -1.9188 1.1232 -0.242
F 3.4426 -0.0441 1.1930 -0.237
C 2.3206 0.8186 -1.2314 -0.772
C 1.5415 1.2517 -2.2882 0.900
Cl 1.8856 2.7620 -3.0229 -0.195
H -0.6394 3.8001 -3.3667 0.411
H -2.2960 3.1645 -3.1705 0.396
H -2.2871 -0.6662 -0.2592 0.673
H -1.4707 -2.8206 -0.3376 0.467
H -2.1069 -5.1495 0.1067 0.394
H -2.3213 -5.9464 2.4381 0.381
H -1.9079 -4.3886 4.3083 0.437
H 1.7443 0.8464 3.5722 0.512
H 2.5773 3.1618 3.2281 0.416
H 1.6483 4.5374 1.4081 0.440
H -0.0645 3.6448 -0.0858 0.529
H -0.5350 -0.0941 -4.4111 0.316
H 0.9392 -2.2579 -0.9564 0.661
H 3.0991 1.4504 -0.8318 0.511
```